This record from the Open Molecules 2025 dataset describes a single C3H6N2O3 molecule in a non-equilibrium geometry. The level of theory is wB97M-V/def2-TZVPD.

relative energy (zero: lowest compared OMol25 entry of this formula, charge and spin): 846.79 kJ/mol
electronic energy: -12323.452 eV
multiplicity: 1
Kohn-Sham gap: 0.3274 Eh
E_HOMO: -8.77 eV
SMILES: C=C(NN)C(=O)OO

```
14
Properties=species:S:1:pos:R:3:nbo_charge:R:1
C 0.05348 1.18322 -0.61672 -0.478
C 0.09616 0.00635 0.05687 0.073
N -1.05847 -0.69211 0.58625 -0.470
N -2.35740 -0.23164 0.33836 -0.628
C 0.80690 -1.14884 -0.46193 0.794
O 0.68455 -2.28189 -0.77615 -0.454
O 1.94532 -0.64587 0.51250 -0.357
O 2.62886 0.54083 0.16468 -0.469
H 0.83267 1.46180 -1.30012 0.229
H -0.71617 1.91003 -0.41028 0.202
H -0.99626 -1.62153 0.98221 0.394
H -2.54847 -0.20076 -0.66287 0.340
H -2.43622 0.72345 0.68326 0.343
H 3.06505 0.99696 0.90394 0.482
```